Entry 1:
ORCA calculation (ωB97M-V/def2-TZVPD) on a molecular structure, C28H28BF5N2O8RuSTe.

Calculated values
2S+1: 2
Total charge: -1
HOMO level (alpha / beta) (Ha): -0.18562 / -0.18551
Expectation value of S²: 0.772
LUMO energy (alpha / beta) (eV): 0.203 / 0.097
Energy above the lowest of the compared OMol25 structures with the same formula, charge and spin (kcal per mole): 143.6
HOMO-LUMO gap (alpha / beta) (eV): 5.2538 / 5.1447

Structure (XYZ):
```
75
Properties=species:S:1:pos:R:3:forces:R:3:lowdin_spin:R:1
Ru -1.435276 -0.463827 -2.309133 -0.2 0.4 1.0 0.815
C -1.418076 1.226973 -5.281733 0.3 -0.3 -1.0 0.002
O -1.764976 1.164973 -3.907933 -0.1 -0.3 1.0 0.012
C -2.330276 2.260173 -3.340633 -0.2 0.0 1.0 -0.004
C -2.661776 3.407173 -4.042933 -0.1 0.1 -0.1 0.001
C -3.275976 4.476173 -3.403933 0.1 -0.3 0.0 -0.004
C -3.555276 4.408973 -2.049633 -0.1 0.1 -0.1 0.000
C -3.210676 3.286073 -1.329833 0.3 -0.5 -0.2 -0.004
C -2.587376 2.189573 -1.947833 -0.6 2.3 -1.2 -0.001
N -2.209576 1.079873 -1.245533 0.3 -3.2 1.6 -0.028
N -2.550776 1.040473 0.005567 0.1 1.2 -1.4 -0.008
C -2.308176 0.122973 0.914367 0.5 -1.6 -0.6 0.027
C -1.610976 -1.121427 0.644567 -0.6 1.5 -1.3 0.012
O -1.146176 -1.389127 -0.517633 0.0 -0.1 -0.3 0.047
C -1.457476 -2.050627 1.693167 0.3 -0.7 1.2 0.003
C -1.902576 -1.801727 2.963967 0.5 -0.4 -1.3 0.003
C -2.583476 -0.603527 3.271767 -0.5 1.1 0.0 0.006
C -3.045676 -0.329027 4.573267 0.1 0.0 -0.1 -0.001
C -3.711376 0.836573 4.858867 0.0 0.0 0.1 0.007
C -3.941876 1.773573 3.847267 0.1 -0.1 -0.1 -0.001
C -3.489376 1.536373 2.569967 -0.1 0.1 0.1 0.006
C -2.805876 0.355173 2.246367 0.0 0.1 0.8 0.000
H -0.690776 2.028573 -5.450433 -0.1 -0.2 0.1 0.000
H -2.309876 1.369173 -5.902033 0.0 0.1 0.2 0.000
H -0.970876 0.264973 -5.516933 0.2 0.1 0.1 0.000
H -2.441076 3.472273 -5.095333 0.0 0.0 -0.1 0.000
H -3.534676 5.354973 -3.973533 0.0 0.1 -0.1 0.000
H -4.040976 5.234673 -1.553433 0.0 0.1 0.1 0.000
H -3.403876 3.223873 -0.273833 0.0 0.0 0.1 0.000
H -0.934176 -2.963727 1.455567 0.1 -0.1 0.0 0.000
H -1.744576 -2.533627 3.743267 0.0 -0.1 0.0 0.000
H -2.859776 -1.056827 5.352667 0.0 0.0 0.0 0.000
H -4.055376 1.035773 5.865467 0.0 0.0 0.0 0.000
H -4.477976 2.684773 4.074767 0.0 0.1 0.0 0.000
H -3.653176 2.260973 1.788067 0.0 0.1 0.0 0.000
C 5.656224 -0.358127 3.925367 -0.2 -0.1 -0.2 0.000
C 4.893224 -1.195627 2.895267 0.2 -0.1 0.1 0.000
C 5.891324 -1.607927 1.802367 -0.1 0.0 0.1 0.000
C 4.339124 -2.442827 3.595967 0.1 0.2 -0.1 0.000
C 3.762424 -0.421527 2.234367 -0.1 0.0 0.1 0.000
C 3.416524 0.877473 2.593467 0.1 -0.1 0.2 0.000
C 2.516824 1.645573 1.860067 -0.3 0.1 -0.3 0.000
C 1.955724 1.071573 0.744667 0.3 -0.6 0.2 0.000
O 1.188624 1.628373 -0.255333 -0.3 0.5 0.1 0.000
B 1.116424 0.640773 -1.221333 0.8 0.5 1.8 0.001
O 1.643424 -0.557827 -0.756733 -0.7 -0.2 0.8 0.000
C 2.239124 -0.261827 0.425667 0.3 0.6 0.2 0.000
C 3.117024 -1.023427 1.153567 -0.3 0.1 -0.3 0.000
H 6.481124 -0.946827 4.323867 0.1 0.0 0.0 0.000
H 5.014924 -0.072227 4.755367 -0.1 0.1 0.2 0.000
H 6.065424 0.541173 3.469767 0.1 0.1 0.0 0.000
H 6.746024 -2.113827 2.245667 0.2 -0.1 0.1 0.000
H 6.244524 -0.730827 1.266467 0.1 0.1 -0.1 0.000
H 5.446224 -2.278027 1.076067 -0.1 -0.1 -0.1 0.000
H 5.147824 -3.009127 4.055967 0.1 -0.1 0.0 0.000
H 3.824224 -3.090627 2.892867 -0.1 -0.1 -0.1 0.000
H 3.637224 -2.148327 4.373067 -0.1 0.0 0.1 0.000
H 3.874124 1.336373 3.456467 0.1 0.0 0.0 0.000
H 2.323924 2.672773 2.121267 -0.1 0.2 0.0 0.000
H 3.345524 -2.019727 0.815267 0.1 -0.1 -0.2 0.000
F 3.050524 -2.366827 -2.118933 -0.2 0.2 -0.2 0.001
Te 1.942524 -0.745827 -3.201733 3.8 -1.3 -3.8 -0.001
F 2.454424 0.720873 -4.571533 -0.2 -0.5 0.5 0.001
F 0.368624 -2.019027 -2.556433 -1.6 0.6 0.4 0.038
F 0.520124 -0.823827 -4.703133 -0.3 0.0 0.1 -0.001
F 3.468724 0.325873 -2.315633 -0.9 0.0 0.2 0.001
O 0.784724 0.701573 -2.510433 -2.8 0.2 0.3 0.000
C -2.353076 -3.717127 -2.729333 -0.3 0.9 -0.1 -0.001
S -3.216776 -2.286327 -3.409133 -0.8 -2.2 -1.3 0.002
O -4.332176 -2.783727 -4.176333 0.3 0.2 0.4 0.006
O -3.631476 -1.460527 -2.249333 1.8 1.4 0.7 -0.019
O -2.233176 -1.536927 -4.212833 0.6 0.3 0.7 0.087
H -3.091976 -4.362027 -2.274633 -0.2 -0.1 0.0 0.000
H -1.644076 -3.358427 -1.991133 0.2 -0.1 0.0 0.000
H -1.853776 -4.204827 -3.555533 0.1 -0.1 -0.1 0.000
```
Positions in Å, forces in eV/Å.

Entry 2:
ORCA calculation (ωB97M-V/def2-TZVPD) on a molecular structure, C28H28BrN5NaOP.

Calculated values
2S+1: 1
Total charge: 0
HOMO level (Ha): -0.24141
LUMO energy (eV): -0.044
HOMO-LUMO gap (eV): 6.5249

Structure (XYZ):
```
65
Properties=species:S:1:pos:R:3:forces:R:3:nbo_charge:R:1
Na -0.456920 -0.758401 -1.601078 -1.2 0.6 -0.6 0.890
Br 6.858426 3.989282 1.481343 0.0 0.0 0.0 0.046
C 5.821460 2.695650 2.396707 -0.1 0.0 0.0 -0.100
C 6.449653 1.695449 3.110898 0.0 -0.2 0.1 -0.245
C 5.678317 0.751900 3.783649 0.3 0.0 0.0 -0.171
C 4.298631 0.786983 3.710400 -0.1 -0.3 0.3 0.058
C 3.679224 1.816590 3.006454 -0.1 0.0 0.0 -0.219
C 4.436005 2.773166 2.351944 0.0 -0.1 0.0 -0.222
N 3.542589 -0.126966 4.555058 -0.1 0.5 -0.5 -0.159
N 2.577033 -0.769390 4.103931 0.3 -0.3 -0.4 -0.108
C 2.313623 -0.910905 2.705553 -0.2 0.1 0.4 -0.071
C 3.266087 -1.062785 1.716816 0.1 -0.1 0.0 -0.159
C 2.929935 -1.300676 0.391558 -0.1 0.0 0.1 -0.342
C 1.594783 -1.382615 -0.052807 0.1 -0.1 0.1 0.398
O 1.288142 -1.599240 -1.267503 1.2 -0.5 0.4 -0.803
C 0.570294 -1.190231 0.989118 -0.1 0.0 -0.1 0.038
N -0.740898 -1.159555 0.593121 0.4 -0.1 0.6 -0.473
C -1.670326 -1.009311 1.502480 0.0 0.0 0.0 0.038
C -1.398797 -0.904997 2.878727 -0.1 0.0 0.0 -0.272
C -0.101063 -0.902192 3.293905 0.1 0.0 0.0 -0.151
C 0.941904 -1.023016 2.342573 0.0 0.1 0.1 0.012
H 7.529397 1.656320 3.158868 0.0 0.0 0.0 0.227
H 6.153056 -0.029361 4.365784 0.0 0.1 0.0 0.220
H 2.598380 1.868681 2.978105 0.0 0.0 0.0 0.227
H 3.954360 3.574441 1.808383 0.0 0.0 0.0 0.225
H 4.313485 -1.039474 1.985190 0.0 0.0 0.0 0.218
H 3.702545 -1.447186 -0.352428 0.0 0.0 0.0 0.219
H -2.697450 -0.955120 1.147561 0.0 0.0 0.0 0.172
H -2.214411 -0.813517 3.584379 0.0 0.0 0.0 0.215
H 0.159763 -0.805853 4.340039 0.0 0.0 0.0 0.236
C -5.091377 -0.612444 -1.310921 0.0 0.0 0.0 -0.920
P -3.311458 -0.750469 -1.751054 -0.4 0.0 -0.3 0.747
C -3.405852 -0.277219 -3.533216 -0.1 0.0 0.1 -0.938
C -3.133034 -2.570600 -1.877597 0.1 0.0 0.0 -0.246
C -3.498195 -3.374431 -0.794919 0.0 0.0 0.0 -0.240
C -3.319574 -4.748209 -0.840086 0.0 0.0 0.0 -0.185
C -2.757775 -5.344826 -1.963466 0.0 0.0 0.0 -0.206
C -2.369267 -4.557930 -3.035050 0.0 0.1 0.0 -0.196
C -2.554553 -3.179586 -2.991698 0.0 0.0 0.0 -0.256
H -5.260787 -0.974363 -0.297232 0.0 0.0 0.0 0.238
H -5.712491 -1.183978 -2.001192 0.0 0.0 0.0 0.230
H -5.389427 0.437008 -1.340091 0.0 0.0 0.0 0.232
H -4.062417 -0.938016 -4.100501 0.0 0.0 0.0 0.232
H -2.421683 -0.263381 -4.003614 0.0 0.0 0.0 0.232
H -3.795329 0.741174 -3.592437 0.0 0.0 0.0 0.235
H -3.917816 -2.927953 0.099834 0.0 0.0 0.0 0.210
H -3.608902 -5.354674 0.009205 0.0 0.0 0.0 0.217
H -2.620243 -6.418373 -1.998587 0.0 0.0 0.0 0.219
H -1.920020 -5.011854 -3.909614 0.0 0.0 0.0 0.219
H -2.241383 -2.586264 -3.842351 0.0 0.0 0.0 0.210
C -2.233169 4.807236 -1.405806 0.0 -0.1 0.0 -0.646
C -1.213985 3.715045 -1.460485 -0.1 0.0 0.0 0.170
C 0.159761 3.741905 -1.459525 0.1 0.0 0.0 -0.346
C 0.567358 2.389601 -1.513117 0.2 -0.1 0.0 0.173
N -0.486481 1.582655 -1.555448 0.0 0.5 -0.1 -0.356
N -1.554828 2.413356 -1.528106 0.0 -0.2 0.0 -0.341
C 1.963058 1.838488 -1.494521 -0.1 0.1 0.0 -0.653
H -1.736760 5.774016 -1.355713 0.0 0.0 0.0 0.236
H -2.873816 4.712635 -0.526381 0.0 0.0 0.0 0.226
H -2.871728 4.801395 -2.291277 0.0 0.0 0.0 0.224
H 0.790968 4.616527 -1.416538 -0.1 -0.1 0.0 0.229
H -2.474032 2.008978 -1.474682 0.0 0.0 0.0 0.405
H 2.687940 2.631167 -1.675309 0.0 0.0 0.0 0.221
H 2.097880 1.062922 -2.248661 0.0 0.0 0.0 0.238
H 2.192208 1.382820 -0.528545 0.0 0.0 0.0 0.244
```
Positions in Å, forces in eV/Å.

Entry 3:
ORCA calculation (ωB97M-V/def2-TZVPD) on a molecular structure, C28H28BrN5RhS2.

Calculated values
2S+1: 1
Total charge: +1
HOMO level (alpha / beta) (Ha): -0.36132 / -0.36078
LUMO energy (alpha / beta) (eV): -4.185 / -4.395
Energy above the lowest of the compared OMol25 structures with the same formula, charge and spin (kcal per mole): 35.6
HOMO-LUMO gap (alpha / beta) (eV): 5.6468 / 5.4221

Structure (XYZ):
```
65
Properties=species:S:1:pos:R:3:forces:R:3:nbo_charge:R:1
Rh -0.495000 -0.255384 -0.069522 2.2 -0.8 0.2 1.033
C -0.262177 -0.200379 -3.184412 -0.1 -0.1 -0.3 -0.420
N 0.521827 0.299967 -2.052657 -1.2 -0.6 0.8 -0.411
C 0.487504 1.777937 -2.033235 0.0 0.2 -0.1 -0.424
C 1.878190 -0.161874 -1.949414 0.7 -0.3 0.1 0.131
C 2.620270 -0.628656 -3.019688 -0.2 0.2 -0.1 -0.240
C 3.984434 -0.842346 -2.877531 0.2 0.0 0.0 -0.245
C 4.600434 -0.516598 -1.678970 0.0 0.0 -0.1 -0.171
C 3.855958 -0.107854 -0.583750 -0.2 0.1 0.1 -0.264
C 2.459580 -0.018760 -0.669285 0.0 -0.3 -0.3 0.136
N 1.585642 0.222634 0.358897 -1.2 0.8 -0.4 -0.570
C 1.780549 -0.043048 1.698074 -0.1 -0.2 0.4 0.112
C 2.827352 -0.792811 2.251840 -0.1 0.2 -0.2 -0.260
C 2.855032 -1.088043 3.606225 -0.1 0.0 0.1 -0.185
C 1.838899 -0.660771 4.443040 0.1 -0.1 0.1 -0.237
C 0.769402 0.047251 3.909330 -0.1 0.1 0.0 -0.246
C 0.728068 0.343810 2.559756 0.5 -0.2 0.1 0.154
N -0.392934 0.994426 1.927924 -0.7 -0.6 -0.4 -0.454
C -0.103417 2.399897 1.603235 0.0 0.2 0.0 -0.417
C -1.663235 0.897082 2.654438 -0.1 0.0 0.1 -0.422
H 0.145898 0.138618 -4.141238 0.1 0.0 0.0 0.206
H -0.296078 -1.288449 -3.173588 0.0 0.0 0.0 0.216
H -1.276226 0.187453 -3.098206 0.0 0.0 0.0 0.226
H 0.768913 2.167084 -3.016385 0.0 -0.1 0.0 0.210
H -0.517563 2.106945 -1.788861 0.1 -0.1 -0.1 0.214
H 1.183754 2.162046 -1.294493 0.0 -0.1 0.1 0.232
H 2.152907 -0.796181 -3.981891 0.0 0.0 0.0 0.223
H 4.564431 -1.205266 -3.714357 0.0 0.0 0.0 0.228
H 5.676465 -0.587558 -1.589226 0.0 0.0 0.0 0.228
H 4.350588 0.166709 0.335727 0.0 -0.1 0.0 0.229
H 3.591084 -1.195097 1.605597 0.0 0.0 0.0 0.230
H 3.671110 -1.677929 4.002614 0.0 0.0 0.0 0.227
H 1.866287 -0.893029 5.498712 0.0 0.0 0.0 0.229
H -0.038819 0.352388 4.560913 0.0 0.0 0.0 0.226
H -0.101438 3.002602 2.517501 0.0 -0.1 0.0 0.205
H 0.871038 2.480007 1.130267 0.0 -0.1 0.0 0.229
H -0.870333 2.787308 0.931484 0.0 0.0 0.0 0.209
H -1.669359 1.518717 3.554953 0.1 0.0 0.0 0.199
H -2.462644 1.246398 2.001846 0.0 0.0 0.0 0.217
H -1.858004 -0.138400 2.926333 0.0 0.0 0.0 0.224
S -2.445251 -1.648237 0.247844 0.6 0.5 -0.2 -0.023
C -3.238487 -0.220157 -0.245423 -0.8 0.0 0.0 -0.106
N -2.521891 0.817357 -0.585118 1.0 -0.3 0.1 -0.554
C -3.315480 1.885270 -0.983202 -0.3 0.4 -0.1 0.066
C -2.897272 3.142465 -1.418916 0.1 0.0 0.1 -0.223
C -3.844327 4.072956 -1.799422 0.0 0.0 0.0 -0.181
C -5.207710 3.780373 -1.750243 0.0 0.0 0.0 -0.202
C -5.643772 2.547600 -1.304826 0.0 0.0 0.0 -0.226
C -4.692584 1.609922 -0.927368 0.2 -0.1 0.0 -0.144
S -4.959159 -0.011984 -0.351245 0.3 0.1 0.0 0.447
H -1.847578 3.398059 -1.446009 0.0 0.0 0.0 0.214
H -3.524535 5.044503 -2.151356 0.0 0.0 0.0 0.227
H -5.925422 4.525984 -2.063269 0.0 0.0 0.0 0.232
H -6.697244 2.306076 -1.255977 0.0 0.0 0.0 0.234
Br 0.864483 -6.880316 1.054419 0.0 0.2 0.0 0.141
C 0.740078 -5.030178 0.726320 0.0 -0.1 0.1 -0.028
C 0.488667 -4.153580 1.771402 0.1 -0.1 -0.1 -0.264
C 0.357806 -2.810830 1.476903 0.1 -0.1 0.2 0.071
N 0.483893 -2.326303 0.236308 -0.8 1.0 0.1 -0.446
C 0.757864 -3.174554 -0.754907 0.1 0.1 -0.3 0.067
C 0.893882 -4.535582 -0.560151 0.0 0.0 0.1 -0.263
H 0.394694 -4.502995 2.788920 0.0 0.0 0.0 0.253
H 0.146087 -2.099755 2.265040 0.0 0.0 0.0 0.231
H 0.895276 -2.746644 -1.740419 -0.1 0.0 0.0 0.218
H 1.109593 -5.190299 -1.391303 0.0 0.0 0.0 0.252
```
Positions in Å, forces in eV/Å.

Number 1: strongest force on any atom 5.54 eV/A, DFT total energy -3080.65233 Ha. Number 2: strongest force on any atom 1.50 eV/A, DFT total energy -4510.47830 Ha. Number 3: strongest force on any atom 2.32 eV/A, DFT total energy -4838.26411 Ha.